No. 1
DFT (ωB97M-V/def2-TZVPD) results for a molecular structure, C50H61N5O2PPtSSe.

Calculated values
HOMO energy (spin up / spin down) (eV): -8.966 / -10.194
E_tot (hartree): -5625.992278
Lowest unoccupied orbital energy (spin up / spin down) (eV): -4.0 / -4.5
Spin multiplicity: 3
Charge: +1
Kohn-Sham gap (spin up / spin down) (Eh): 0.1820 / 0.2108

Each line ends with the Löwdin charge.
Cartesian coordinates (Å):
Pt -0.204 -0.527 0.820  1.06
Se 3.124 -1.461 3.924  1.20
S 1.241 3.735 -0.597  0.72
P -0.253 -2.635 -0.419  1.10
O 1.630 4.412 0.603  -0.29
O 0.657 4.460 -1.696  -0.29
N 4.415 -1.569 2.745  -0.23
N 0.107 2.522 -0.191  -0.05
N 1.930 -0.848 2.776  -0.24
N 1.870 -0.331 0.480  -0.05
N -2.077 -0.738 1.543  0.00
C 2.839 3.210 -1.203  -0.27
C -4.179 -1.164 -1.197  -0.15
C -5.072 0.290 0.544  -0.03
C 0.613 -4.482 -2.588  -0.07
C 4.607 -1.154 0.346  0.03
C -4.299 1.398 0.432  -0.16
C -2.208 0.348 -0.764  -0.02
C -0.715 5.235 1.429  -0.08
C -1.047 -3.696 2.110  -0.11
C -2.469 -3.329 -1.899  -0.09
C 0.021 1.368 -3.683  -0.05
C -1.445 1.060 -1.633  -0.07
C -2.674 -1.116 -0.815  -0.25
C -0.614 3.811 2.029  -0.30
C 3.877 3.238 -0.280  -0.06
C -4.534 -1.063 0.333  -0.13
C 4.430 3.213 -2.993  -0.03
C 0.749 -2.031 -2.881  -0.10
C 3.908 -0.734 -0.742  -0.05
C -1.258 0.770 -3.098  -0.35
C 5.188 3.258 -0.720  -0.03
C 3.114 3.218 -2.563  -0.06
C -2.482 1.347 -3.831  -0.03
C -3.043 0.924 3.119  -0.28
C 3.931 -1.150 1.588  -0.38
C -3.030 -1.396 0.686  -0.19
C 1.028 -4.543 1.113  -0.09
C -2.779 1.263 0.389  -0.11
C -4.927 2.656 0.463  -0.01
C -2.057 2.602 0.140  -0.20
C -2.894 3.815 -0.002  0.00
C 2.542 -0.741 1.609  -0.47
C -0.780 2.603 1.069  -0.24
C -1.661 3.781 3.149  -0.04
C -4.679 -2.352 -1.937  -0.01
C -1.860 -2.320 -1.255  -0.26
C -1.193 -5.324 0.240  -0.07
C -0.412 -4.129 0.780  -0.64
C -2.249 0.683 1.773  -0.35
C 6.909 3.281 -2.557  -0.04
C -2.102 0.716 4.319  -0.07
C 0.892 -3.165 -1.857  -0.61
C -3.864 -3.334 -2.309  -0.05
C -4.232 3.839 0.208  -0.06
C -1.103 2.426 -1.067  -0.16
C 2.563 -0.316 -0.633  -0.13
C 5.485 3.249 -2.082  -0.26
C -4.209 -0.032 3.420  -0.05
C -0.803 1.230 1.794  -0.15
C 2.349 -3.236 -1.350  -0.10
H -2.135 -3.700 2.068  0.07
H 0.901 1.063 -3.113  0.06
H 7.582 3.560 -1.748  0.08
H -1.230 -6.093 1.015  0.10
H 1.575 -2.055 -3.595  0.10
H -0.334 -4.484 -3.123  0.07
H -0.045 5.887 1.988  0.09
H -2.400 4.696 -0.377  0.12
H 1.609 -3.687 1.470  0.07
H -2.537 2.430 -3.704  0.09
H -6.001 2.683 0.604  0.12
H -1.095 3.239 -1.791  0.13
H -3.405 0.908 -3.453  0.07
H -1.518 2.962 3.846  0.05
H -3.877 -1.071 3.363  0.09
H 5.992 3.311 0.004  0.12
H -2.410 1.127 -4.898  0.09
H -0.436 5.314 0.387  0.05
H 0.373 3.699 2.476  0.13
H -1.725 5.619 1.548  0.08
H -0.712 -2.711 2.423  0.04
H -0.016 2.459 -3.680  0.08
H -4.506 -0.271 -1.729  0.15
H 2.298 3.273 -3.272  0.10
H -5.064 0.099 2.773  0.06
H 3.024 -2.822 -2.102  0.09
H -6.151 0.393 0.585  0.13
H 0.743 -1.057 -2.392  0.03
H -1.267 1.406 4.364  0.05
H 1.013 -5.286 1.911  0.10
H 2.502 -2.694 -0.423  0.04
H -0.311 1.255 2.761  0.08
H 7.213 2.299 -2.927  0.09
H 4.366 -0.724 -1.720  0.13
H 5.630 -1.497 0.276  0.13
H -5.730 -2.357 -2.202  0.12
H -2.993 -2.467 0.869  0.13
H -2.220 -5.050 -0.005  0.08
H -4.233 -4.188 -2.863  0.11
H -0.760 -4.408 2.887  0.09
H 7.036 3.990 -3.375  0.09
H -0.179 -2.140 -3.439  0.08
H -0.728 -5.767 -0.638  0.06
H 2.659 -4.266 -1.181  0.08
H -5.219 -1.835 0.684  0.15
H 4.641 3.235 -4.056  0.12
H 0.662 -5.346 -1.929  0.07
H 3.641 3.287 0.775  0.11
H -1.922 -4.241 -2.087  0.08
H 1.399 -4.599 -3.339  0.10
H 1.538 -4.989 0.263  0.06
H 2.027 -0.008 -1.517  0.09
H -1.700 -0.300 4.284  0.09
H -4.551 0.151 4.439  0.09
H -2.664 0.835 5.245  0.09
H -2.669 3.725 2.737  0.08
H -1.266 -0.310 -3.256  0.11
H -1.585 4.711 3.713  0.10
H -3.424 1.948 3.100  0.12
H 0.151 1.036 -4.713  0.09
H -4.778 4.769 0.117  0.12

=====

No. 2
DFT (ωB97M-V/def2-TZVPD) results for a molecular structure, C50H66CsIO2Sb2Se.

Calculated values
HOMO energy (eV): -1.910
Relative energy (zero: lowest compared OMol25 entry of this formula, charge and spin) (eV): 0.7422
E_tot (hartree): -5295.104197
Lowest unoccupied orbital energy (eV): 3.6
Charge: -2
Kohn-Sham gap (Eh): 0.2036

Each line ends with the Löwdin charge.
Cartesian coordinates (Å):
Cs 0.925 -0.093 -1.232  0.92
I 2.296 -0.677 -5.383  0.89
Sb 2.522 3.310 -1.842  1.25
Sb 4.704 0.171 -2.665  1.21
Se -1.709 -2.003 -0.474  1.01
O 0.661 -0.964 1.231  -0.39
O -1.490 0.936 -1.424  -0.39
C 6.340 1.769 -3.015  -0.33
C -0.255 -1.294 3.429  -0.09
C -4.459 4.026 -0.590  -0.07
C -2.104 3.628 -1.152  -0.07
C 5.712 -0.866 -4.265  -0.35
C 3.304 2.931 0.127  -0.32
C 2.852 -5.436 -4.593  -0.06
C 2.518 -3.564 -6.056  -0.19
C -7.751 -0.084 -1.500  -0.06
C 3.010 -3.142 -3.675  -0.28
C 3.014 -4.560 -3.491  -0.18
C -7.083 -1.923 0.022  -0.07
C -0.285 -1.359 1.988  -0.43
C 7.684 3.601 0.005  -0.11
C -2.539 -2.373 2.227  -0.09
C -4.392 -1.015 -0.455  -0.10
C -3.531 3.127 -1.426  -0.53
C -3.642 -2.753 4.520  -0.56
C -2.500 -2.300 3.615  -0.20
C 4.407 4.056 -2.723  -0.33
C -7.405 0.360 0.936  -0.06
C -3.163 -3.868 5.462  -0.06
C -3.837 3.348 -2.913  -0.05
C -4.139 -1.569 5.365  -0.06
C 2.086 -0.166 3.407  -0.07
C 7.492 2.670 -1.001  -0.07
C -2.691 0.673 -1.092  -0.43
C -4.828 -3.285 3.715  -0.07
C 5.946 -0.613 -1.086  -0.31
C 5.829 4.841 -0.844  -0.09
C -3.079 -0.649 -0.691  -0.40
C 5.601 3.894 -1.842  -0.30
C 2.632 -4.957 -5.849  -0.11
C 1.796 5.280 -1.297  -0.36
C -5.429 -0.091 -0.539  -0.20
C 3.262 -4.221 -1.124  -0.09
C 0.436 0.420 5.139  -0.06
C 3.352 -2.828 -1.353  -0.20
C 1.512 -1.839 5.129  -0.06
C 6.472 2.791 -1.955  -0.29
C 6.854 4.713 0.079  -0.12
C -6.893 -0.435 -0.275  -0.56
C -1.337 -1.757 4.160  -0.03
C 3.145 -5.076 -2.179  -0.07
C 2.694 -2.718 -4.998  -0.62
C -1.493 -1.914 1.449  -0.40
C -5.058 1.217 -0.851  -0.02
C 0.929 -0.728 4.241  -0.53
C -3.759 1.639 -1.088  -0.09
C 3.272 -2.233 -2.594  -0.27
H 6.961 -0.772 -1.455  0.00
H -6.528 -2.224 0.912  0.07
H -6.744 -2.539 -0.813  0.09
H 3.112 -6.150 -2.033  0.10
H 2.268 -3.182 -7.035  0.07
H 2.505 -5.631 -6.687  0.09
H 5.292 -1.862 -4.378  -0.02
H -0.336 0.095 5.838  0.06
H -3.337 -1.164 5.984  0.07
H -8.805 -0.318 -1.315  0.07
H 5.547 -1.555 -0.723  -0.02
H 2.580 5.873 -0.825  -0.01
H 6.067 2.198 -3.981  0.04
H 8.483 3.466 0.725  0.09
H -3.970 -4.186 6.130  0.07
H 4.512 3.537 -3.673  0.03
H -1.273 -1.693 5.244  0.09
H 3.304 -4.616 -0.114  0.10
H 0.959 5.164 -0.607  -0.01
H 5.163 5.697 -0.781  0.10
H -4.870 3.075 -3.145  0.08
H -5.850 1.956 -0.911  0.09
H -3.684 4.398 -3.189  0.07
H -4.290 3.858 0.475  0.09
H -4.956 -1.880 6.024  0.07
H 1.880 -2.658 4.508  0.09
H 3.499 -2.201 -0.475  0.07
H -1.379 3.157 -1.807  0.06
H 1.270 0.827 5.720  0.07
H -8.143 -2.133 0.196  0.08
H -1.801 3.409 -0.126  0.09
H 7.272 1.215 -3.141  0.04
H 1.437 5.790 -2.191  -0.01
H -6.819 0.111 1.822  0.08
H 5.984 0.105 -0.265  -0.01
H -7.677 0.976 -1.746  0.07
H -5.516 3.855 -0.796  0.06
H 1.758 0.650 2.767  0.07
H 4.213 5.111 -2.924  0.05
H 2.852 0.210 4.097  0.08
H 2.505 2.534 0.754  -0.01
H 6.773 -0.940 -4.021  0.00
H -2.325 -3.531 6.074  0.07
H -7.415 -0.652 -2.370  0.09
H 0.018 1.220 4.527  0.09
H -5.226 -2.519 3.048  0.07
H 2.346 -1.454 5.724  0.07
H -7.313 1.434 0.768  0.07
H -4.248 5.076 -0.813  0.07
H 4.100 2.189 0.062  0.00
H 8.154 1.814 -1.071  0.10
H 0.764 -2.246 5.812  0.07
H -2.827 -4.731 4.883  0.08
H -8.458 0.132 1.137  0.07
H 2.887 -6.506 -4.416  0.10
H -3.401 -2.781 1.716  0.08
H 6.996 5.461 0.849  0.09
H -4.582 -2.051 -0.202  0.08
H 3.701 3.844 0.565  0.00
H 2.524 -0.921 2.760  0.08
H -5.627 -3.594 4.396  0.08
H -4.541 -4.147 3.110  0.08
H -2.084 4.715 -1.299  0.07
H -4.498 -0.768 4.716  0.09
H 5.600 -0.319 -5.200  -0.02
H -3.177 2.730 -3.524  0.09

=====

We obtain max |F| values of 0.0218, 0.0243 hartree/bohr for the records listed above, in that order.